19 unconnected molecules or ions with the total composition C83H168BrN12O8 in a non-equilibrium geometry. Source: the OMol25 dataset; level of theory: ωB97M-V/def2-TZVPD.

Properties
Total charge: +9
Kohn-Sham gap: 0.472 eV
E_HOMO: -13.4 eV
LUMO: -12.939 eV
Largest force on an atom: 9.83 eV/A
DFT total energy: -192932.859 eV

Bonds (Å) are listed after each position.
Positions of all 272 atoms, in Å:
1 C 16.959 -17.938 13.999  C2 1.539, H12 1.030, H13 1.040, H14 1.080
2 C 16.689 -16.782 13.021  C1 1.539, N7 1.326, C11 1.486
3 C 22.603 -20.009 6.685  C4 1.349, H15 1.068, H16 1.090
4 C 22.528 -19.891 5.343  C3 1.349, C5 1.312, H18 1.047
5 C 23.068 -20.869 4.655  C4 1.312, H19 1.056, H20 1.026
6 C 15.028 -15.012 12.766  N7 1.524, C9 1.292, C10 1.544
7 N 15.400 -16.479 12.941  C2 1.326, C6 1.524, O8 1.247
8 O 14.559 -17.136 13.585  N7 1.247
9 C 13.772 -14.795 12.970  C6 1.292, H21 1.154, H22 1.142, H23 1.036
10 C 15.704 -14.282 11.584  C6 1.544, H24 1.167, H25 1.212, H26 1.092
11 C 17.966 -16.025 13.100  C2 1.486, H27 1.086, H28 1.068, H29 1.066
12 H 16.581 -18.805 13.593  C1 1.030
13 H 16.196 -17.906 14.705  C1 1.040
14 H 17.962 -18.103 14.365  C1 1.080
15 H 22.554 -20.927 7.229  C3 1.068
16 H 22.951 -19.193 7.319  C3 1.090
17 H 21.866 -13.483 3.619  no bonds
18 H 22.520 -18.940 4.905  C4 1.047
19 H 23.251 -21.875 4.917  C5 1.056
20 H 23.239 -20.800 3.646  C5 1.026
21 H 13.379 -15.598 13.699  C9 1.154
22 H 13.731 -15.741 12.333  C9 1.142
23 H 13.224 -13.973 12.657  C9 1.036
24 H 14.866 -14.554 10.819  C10 1.167
25 H 16.763 -14.646 11.121  C10 1.212
26 H 15.616 -13.235 11.287  C10 1.092
27 H 18.255 -15.516 14.014  C11 1.086
28 H 18.458 -15.955 12.154  C11 1.068
29 H 18.529 -16.921 13.224  C11 1.066
30 C 5.574 -22.745 22.514  C31 1.426, H41 1.105, H43 1.103
31 C 4.398 -21.954 22.667  C30 1.426, N36 1.427, C40 1.373
32 C 1.304 -22.050 32.917  C33 1.381, H44 1.101, H45 1.071
33 C 2.239 -21.348 33.652  C32 1.381, C34 1.384, H47 1.079
34 C 3.325 -22.142 33.979  C33 1.384, H48 1.241, H49 1.083
35 C 3.569 -19.492 22.096  N36 1.562, C38 1.230, C39 1.661
36 N 4.339 -20.819 21.803  C31 1.427, C35 1.562, O37 1.196
37 O 5.016 -21.001 20.833  N36 1.196
38 C 2.347 -19.610 22.156  C35 1.230, H50 0.990, H52 0.999
39 C 4.590 -18.296 21.559  C35 1.661, H53 1.158, H54 1.114, H55 1.139
40 C 3.200 -22.495 23.062  C31 1.373, H56 1.100, H57 1.063, H58 1.074
41 H 6.479 -22.250 22.119  C30 1.105
42 H 8.584 -24.890 15.363  no bonds
43 H 5.523 -23.802 22.822  C30 1.103
44 H 1.573 -23.111 32.804  C32 1.101
45 H 0.471 -21.709 32.337  C32 1.071
46 H 18.280 -16.193 37.321  no bonds
47 H 1.954 -20.310 33.722  C33 1.079
48 H 3.280 -23.318 33.586  C34 1.241
49 H 4.348 -21.938 34.271  C34 1.083
50 H 1.701 -18.921 22.454  C38 0.990
51 H 21.225 -15.308 4.663  no bonds
52 H 1.934 -20.501 21.969  C38 0.999
53 H 4.379 -17.171 21.735  C39 1.158
54 H 4.889 -18.651 20.547  C39 1.114
55 H 5.446 -18.616 22.239  C39 1.139
56 H 2.579 -21.632 23.344  C40 1.100
57 H 3.268 -23.450 23.525  C40 1.063
58 H 2.904 -22.896 22.111  C40 1.074
59 C 17.245 -20.640 33.725  C60 1.625, H70 1.055, H71 1.074, H72 1.144
60 C 17.348 -22.248 33.507  C59 1.625, C61 1.518, C69 1.416
61 C 15.997 -22.931 33.617  C60 1.518, C62 1.330, H74 1.031
62 C 15.817 -23.657 34.716  C61 1.330, H75 1.136, H76 1.180
63 C 15.767 -22.103 28.916  C64 1.632, C68 1.410, H77 1.060, H78 1.128
64 C 16.378 -21.137 30.081  C63 1.632, N65 1.188, C67 1.651
65 N 17.371 -21.564 30.574  C64 1.188, O66 1.202
66 O 18.461 -21.898 30.952  N65 1.202
67 C 15.539 -19.794 30.549  C64 1.651, H79 1.081, H80 1.137, H81 1.116
68 C 16.586 -21.950 27.777  C63 1.410, H82 1.103, H83 1.086, H84 1.129
69 C 18.601 -22.866 33.274  C60 1.416, H85 1.109, H86 1.076, H87 1.055
70 H 16.388 -20.244 34.196  C59 1.055
71 H 17.712 -19.968 33.030  C59 1.074
72 H 18.036 -20.632 34.552  C59 1.144
73 H 6.841 -19.810 43.285  no bonds
74 H 15.395 -23.182 32.818  C61 1.031
75 H 16.514 -23.486 35.597  C62 1.136
76 H 14.854 -24.339 34.756  C62 1.180
77 H 14.849 -21.652 28.637  C63 1.060
78 H 15.739 -23.098 29.446  C63 1.128
79 H 14.989 -19.045 29.996  C67 1.081
80 H 16.179 -19.358 31.380  C67 1.137
81 H 14.806 -20.434 31.097  C67 1.116
82 H 17.501 -21.418 28.085  C68 1.103
83 H 16.415 -21.541 26.786  C68 1.086
84 H 17.064 -22.962 27.625  C68 1.129
85 H 19.048 -23.212 34.228  C69 1.109
86 H 19.216 -22.091 32.853  C69 1.076
87 H 18.427 -23.727 32.690  C69 1.055
88 C 19.026 -9.957 27.619  C89 1.488, H99 1.124, H100 1.098, H101 1.106
89 C 19.101 -11.361 27.130  C88 1.488, C90 1.527, C98 1.478
90 C 19.586 -12.498 28.026  C89 1.527, C91 1.537, H102 1.094, H103 1.082
91 C 18.859 -12.802 29.346  C90 1.537, C92 1.603, H104 1.051, H105 1.108
92 C 17.372 -13.399 29.367  C91 1.603, C93 1.378, H106 1.098, H107 1.057
93 C 16.318 -12.537 29.155  C92 1.378, C96 1.581, C97 1.434
94 N 17.096 -11.683 27.359  O95 1.098
95 O 16.438 -11.234 26.603  N94 1.098
96 C 16.301 -11.140 29.895  C93 1.581, H108 1.085, H109 1.131, H110 1.104
97 C 15.043 -12.924 28.626  C93 1.434, H111 1.079, H112 1.093, H113 1.075
98 C 19.337 -11.585 25.689  C89 1.478, H114 1.103, H115 1.129, H116 1.079
99 H 18.350 -9.648 28.462  C88 1.124
100 H 18.869 -9.204 26.836  C88 1.098
101 H 19.998 -9.756 28.106  C88 1.106
102 H 20.557 -12.128 28.367  C90 1.094
103 H 19.711 -13.356 27.377  C90 1.082
104 H 18.926 -11.978 29.994  C91 1.051
105 H 19.431 -13.591 29.872  C91 1.108
106 H 17.345 -13.480 30.461  C92 1.098
107 H 17.339 -14.359 28.926  C92 1.057
108 H 15.676 -11.474 30.716  C96 1.085
109 H 15.771 -10.349 29.286  C96 1.131
110 H 17.197 -10.734 30.396  C96 1.104
111 H 14.535 -13.218 29.531  C97 1.079
112 H 15.011 -13.811 27.989  C97 1.093
113 H 14.373 -12.198 28.201  C97 1.075
114 H 19.221 -12.575 25.215  C98 1.103
115 H 20.400 -11.225 25.569  C98 1.129
116 H 18.981 -10.748 25.108  C98 1.079
117 C 13.062 -5.099 17.418  C118 1.492, H128 1.099, H129 1.085, H130 1.083
118 C 12.493 -4.993 18.793  C117 1.492, C119 1.668, N123 1.523, C127 1.523
119 C 12.960 -3.615 19.609  C118 1.668, C120 1.378, H131 1.114, H132 1.074
120 C 12.112 -3.514 20.691  C119 1.378, C121 1.630, H133 1.211, H134 1.106
121 C 10.664 -2.805 20.449  C120 1.630, C122 1.753, H135 1.137, H136 1.122
122 C 9.938 -4.256 19.785  C121 1.753, N123 1.502, C125 1.562, C126 1.535
123 N 10.980 -4.843 18.877  C118 1.523, C122 1.502, O124 1.265
124 O 10.361 -5.626 18.100  N123 1.265
125 C 8.844 -3.684 18.827  C122 1.562, H137 1.075, H138 1.099, H139 1.119
126 C 9.443 -5.166 20.918  C122 1.535, H140 1.140, H141 1.116, H142 1.081
127 C 12.747 -6.191 19.698  C118 1.523, H143 1.056, H144 1.114, H145 1.101
128 H 12.692 -5.982 16.878  C117 1.099
129 H 14.143 -5.189 17.394  C117 1.085
130 H 12.750 -4.317 16.737  C117 1.083
131 H 12.993 -2.818 18.832  C119 1.114
132 H 13.978 -3.922 19.761  C119 1.074
133 H 11.938 -2.422 21.184  C120 1.211
134 H 12.130 -4.136 21.606  C120 1.106
135 H 10.646 -1.979 19.669  C121 1.137
136 H 10.137 -2.494 21.390  C121 1.122
137 H 8.100 -4.450 18.946  C125 1.075
138 H 9.220 -3.470 17.816  C125 1.099
139 H 8.381 -2.725 19.169  C125 1.119
140 H 9.042 -6.118 20.438  C126 1.140
141 H 8.550 -4.641 21.332  C126 1.116
142 H 10.205 -5.389 21.651  C126 1.081
143 H 12.190 -6.251 20.592  C127 1.056
144 H 13.830 -6.227 19.957  C127 1.114
145 H 12.691 -7.072 19.039  C127 1.101
146 C 13.839 -11.790 23.022  C147 1.578, H157 1.113, H158 1.087, H159 1.066
147 C 14.057 -12.815 21.843  C146 1.578, C148 1.572, N152 1.581, C156 1.548
148 C 13.842 -12.035 20.495  C147 1.572, C149 1.488, H160 1.073, H161 1.091
149 C 14.244 -12.934 19.379  C148 1.488, C150 1.547, H162 1.086, H163 1.120
150 C 15.724 -13.372 19.283  C149 1.547, C151 1.455, H164 1.086, H165 1.127
151 C 16.261 -13.845 20.550  C150 1.455, N152 1.514, C154 1.550, C155 1.659
152 N 15.557 -13.313 21.781  C147 1.581, C151 1.514, O153 1.116
153 O 16.011 -13.245 22.798  N152 1.116, Br272 2.233
154 C 17.792 -13.723 20.753  C151 1.550, H166 1.088, H167 1.059, H168 1.074
155 C 15.838 -15.449 20.536  C151 1.659, H169 1.073, H170 1.062, H171 1.096
156 C 13.123 -14.041 21.981  C147 1.548, H172 1.090, H173 1.062, H174 1.066
157 H 12.776 -11.471 22.937  C146 1.113
158 H 14.494 -10.929 22.918  C146 1.087
159 H 13.817 -12.217 23.999  C146 1.066
160 H 14.486 -11.185 20.614  C148 1.073
161 H 12.828 -11.634 20.482  C148 1.091
162 H 13.799 -12.502 18.488  C149 1.086
163 H 13.691 -13.907 19.421  C149 1.120
164 H 16.278 -12.498 18.952  C150 1.086
165 H 15.985 -14.123 18.484  C150 1.127
166 H 18.241 -14.691 20.969  C154 1.088
167 H 18.078 -13.073 21.539  C154 1.059
168 H 18.139 -13.271 19.843  C154 1.074
169 H 14.801 -15.575 20.288  C155 1.073
170 H 16.103 -15.833 21.490  C155 1.062
171 H 16.451 -15.869 19.731  C155 1.096
172 H 13.142 -14.464 22.985  C156 1.090
173 H 13.338 -14.739 21.209  C156 1.062
174 H 12.206 -13.542 21.765  C156 1.066
175 C 24.340 -15.105 19.697  C176 1.523, H186 1.090, H187 1.044, H188 1.112
176 C 23.952 -14.532 21.054  C175 1.523, C177 1.541, N181 1.546, C185 1.564
177 C 24.805 -14.956 22.265  C176 1.541, C178 1.518, H189 1.075, H190 1.103
178 C 26.252 -14.496 22.254  C177 1.518, C179 1.512, H191 1.092, H192 1.107
179 C 26.468 -13.000 22.250  C178 1.512, C180 1.578, H193 1.090, H194 1.098
180 C 25.591 -12.262 21.164  C179 1.578, N181 1.596, C183 1.508, C184 1.534
181 N 24.195 -13.008 20.965  C176 1.546, C180 1.596, O182 1.131
182 O 23.321 -12.338 20.707  N181 1.131
183 C 26.345 -12.275 19.858  C180 1.508, H195 1.071, H196 1.114, H197 1.091
184 C 25.111 -10.853 21.534  C180 1.534, H198 1.119, H199 1.112, H200 1.044
185 C 22.434 -14.777 21.342  C176 1.564, H201 1.081, H202 1.089, H203 1.115
186 H 23.835 -16.070 19.637  C175 1.090
187 H 25.328 -15.428 19.600  C175 1.044
188 H 24.108 -14.446 18.832  C175 1.112
189 H 24.917 -16.025 22.283  C177 1.075
190 H 24.288 -14.513 23.134  C177 1.103
191 H 26.812 -15.018 21.475  C178 1.092
192 H 26.651 -14.835 23.229  C178 1.107
193 H 27.479 -12.737 21.938  C179 1.090
194 H 26.363 -12.553 23.248  C179 1.098
195 H 25.652 -12.043 19.075  C183 1.071
196 H 26.758 -13.270 19.575  C183 1.114
197 H 27.228 -11.649 19.995  C183 1.091
198 H 24.482 -10.413 20.719  C184 1.119
199 H 25.937 -10.123 21.681  C184 1.112
200 H 24.655 -10.777 22.470  C184 1.044
201 H 21.896 -14.675 20.410  C185 1.081
202 H 21.999 -14.225 22.174  C185 1.089
203 H 22.477 -15.852 21.636  C185 1.115
204 C 5.367 -16.916 10.672  C205 1.518, H212 1.101, H213 1.100, H214 1.127
205 C 4.260 -16.129 11.352  C204 1.518, N206 1.503, H215 1.058, H216 1.068
206 N 3.145 -16.888 12.013  C205 1.503, C207 1.382, C210 1.345
207 C 3.208 -17.459 13.270  N206 1.382, C208 1.390, H217 1.069
208 C 1.944 -17.990 13.503  C207 1.390, N209 1.346, H218 1.050
209 N 1.243 -17.772 12.375  C208 1.346, C210 1.313, C211 1.523
210 C 1.964 -17.192 11.444  N206 1.345, N209 1.313, H219 1.096
211 C -0.096 -18.456 12.133  N209 1.523, H220 1.124, H221 1.103, H222 1.093
212 H 4.965 -17.450 9.798  C204 1.101
213 H 5.870 -17.559 11.409  C204 1.100
214 H 6.132 -16.180 10.294  C204 1.127
215 H 3.815 -15.528 10.603  C205 1.058
216 H 4.685 -15.496 12.100  C205 1.068
217 H 4.033 -17.240 13.912  C207 1.069
218 H 1.497 -18.481 14.317  C208 1.050
219 H 1.624 -17.055 10.410  C210 1.096
220 H -0.090 -19.524 12.483  C211 1.124
221 H -0.223 -18.411 11.039  C211 1.103
222 H -0.826 -17.859 12.685  C211 1.093
223 C 19.175 -33.172 22.614  C224 1.460, H231 1.106, H232 1.093, H233 1.073
224 C 19.168 -32.121 21.601  C223 1.460, N225 1.557, H234 1.029, H235 1.072
225 N 18.876 -30.722 22.216  C224 1.557, C226 1.389, C229 1.265
226 C 19.645 -29.580 22.035  N225 1.389, C227 1.254, H236 1.093
227 C 19.230 -28.658 22.778  C226 1.254, N228 1.423, H237 1.072
228 N 18.130 -29.235 23.472  C227 1.423, C229 1.278, C230 1.537
229 C 17.974 -30.433 23.056  N225 1.265, N228 1.278, H238 1.092
230 C 17.206 -28.363 24.337  N228 1.537, H239 1.106, H240 1.063, H241 1.056
231 H 19.309 -34.119 22.061  C223 1.106
232 H 18.287 -33.274 23.243  C223 1.093
233 H 20.028 -33.083 23.259  C223 1.073
234 H 18.397 -32.326 20.951  C224 1.029
235 H 20.120 -32.196 21.111  C224 1.072
236 H 20.514 -29.557 21.373  C226 1.093
237 H 19.666 -27.683 22.863  C227 1.072
238 H 17.054 -30.992 23.238  C229 1.092
239 H 16.640 -28.984 25.057  C230 1.106
240 H 16.480 -27.811 23.791  C230 1.063
241 H 17.705 -27.567 24.820  C230 1.056
242 C 11.490 -28.080 7.936  C243 1.558, H252 1.104, H253 1.076, H254 1.131
243 C 10.987 -26.869 8.778  C242 1.558, N244 1.471, H255 1.121, H256 1.096
244 N 11.323 -27.008 10.203  C243 1.471, C245 1.505, C246 1.499, C248 1.572
245 C 10.626 -28.224 10.751  N244 1.505, H257 1.096, H258 1.110, H259 1.067
246 C 12.803 -27.129 10.402  N244 1.499, C247 1.469, H260 1.060, H261 1.115
247 C 13.331 -27.275 11.766  C246 1.469, H262 1.078, H263 1.084, H264 1.085
248 C 10.858 -25.740 11.006  N244 1.572, C249 1.566, H265 1.083, H266 1.068
249 C 9.489 -25.229 10.440  C248 1.566, O250 1.440, H267 1.114, H268 1.081
250 O 9.238 -23.961 11.075  C249 1.440, C251 1.281
251 C 8.023 -23.583 11.219  O250 1.281, H269 1.143, H270 1.090, H271 1.138
252 H 11.164 -27.914 6.895  C242 1.104
253 H 11.106 -29.031 8.259  C242 1.076
254 H 12.618 -28.025 7.878  C242 1.131
255 H 9.895 -26.883 8.527  C243 1.121
256 H 11.313 -25.905 8.373  C243 1.096
257 H 11.012 -28.406 11.761  C245 1.096
258 H 10.716 -29.122 10.104  C245 1.110
259 H 9.611 -27.927 10.888  C245 1.067
260 H 13.257 -26.252 10.016  C246 1.060
261 H 13.013 -27.984 9.717  C246 1.115
262 H 13.114 -28.184 12.301  C247 1.078
263 H 12.943 -26.556 12.478  C247 1.084
264 H 14.408 -27.147 11.743  C247 1.085
265 H 11.563 -24.919 10.953  C248 1.083
266 H 10.711 -26.055 12.016  C248 1.068
267 H 8.593 -25.890 10.433  C249 1.114
268 H 9.574 -24.831 9.439  C249 1.081
269 H 7.471 -23.412 10.233  C251 1.143
270 H 7.779 -22.667 11.757  C251 1.090
271 H 7.273 -24.437 11.159  C251 1.138
272 Br 17.084 -14.620 24.193  O153 2.233

Atom charges from the Mulliken analysis, given in e for atoms 1 to 4: -1.407, 0.545, -0.285, 0.056